ORCA calculation (ωB97M-V/def2-TZVPD) on a molecular structure, C8H12N4O3.

The geometry in XYZ format:
```
27
Properties=species:S:1:pos:R:3
O -1.196 3.019 1.693
O 1.036 2.964 1.832
O -0.588 1.743 -1.093
N -1.109 0.420 0.576
N -2.593 0.668 -2.863
N 1.987 -3.043 -0.504
N 1.641 -2.013 1.406
C 1.375 0.427 0.686
C -0.173 2.290 1.609
C 0.033 0.795 1.358
C 1.913 -3.151 0.879
C 1.784 -1.794 -0.812
C 1.524 -1.092 0.309
C -1.356 0.790 -0.690
C -2.464 0.145 -1.524
H -3.406 1.640 -2.636
H 0.769 3.798 2.273
H -1.730 -0.737 0.900
H -0.019 0.295 2.334
H 2.169 0.690 1.414
H 1.909 -1.514 -1.913
H 1.404 1.045 -0.162
H -2.366 -1.023 -1.361
H -3.333 0.444 -0.906
H -1.390 1.089 -2.915
H 2.190 -4.077 1.349
H 1.989 -3.819 -1.240
```

Calculated values
E_HOMO	-0.3339	Eh
LUMO energy	0.30	eV
molecular weight	212.21	g/mol

Charges computed using natural (NBO), reported in e: -0.589, -0.705, -0.673, -0.571, -0.816, -0.543, -0.455, -0.422, 0.804, -0.152, 0.160, -0.065, 0.050, 0.643, -0.326, 0.361, 0.500, 0.391, 0.256, 0.241, 0.221, 0.250, 0.197, 0.218, 0.400, 0.197, 0.425

=====

ORCA calculation (ωB97M-V/def2-TZVPD) on a single C8H12N4OS2 molecule.

The geometry in XYZ format:
```
27
Properties=species:S:1:pos:R:3
S -1.072 3.768 -0.503
S 0.915 -2.300 -1.588
O 1.657 -2.804 2.168
N -0.690 1.081 -0.674
N -0.458 -0.170 -1.176
N -1.754 2.234 -2.444
N 0.504 -1.213 0.826
C 1.312 -2.317 1.117
C 1.812 -2.988 -0.126
C 2.216 0.743 2.421
C 0.177 -1.105 -0.515
C -0.108 -0.397 1.932
C -1.162 2.247 -1.274
C -2.490 1.138 -2.980
C 0.837 0.502 2.743
H 2.951 1.356 2.955
H -2.054 0.594 -3.823
H -0.943 0.147 1.530
H -3.491 1.508 -3.300
H -0.658 -0.880 2.718
H -0.458 1.214 0.323
H 0.240 0.948 3.564
H -1.619 3.067 -3.002
H -2.752 0.382 -2.271
H 2.663 0.115 1.573
H 1.519 -4.025 -0.034
H 2.907 -2.845 -0.159
```

Calculated values
E_HOMO	-0.2860	Eh
structure (SMILES)	C=CCN1C(=O)CS/C1=N/NC(=S)NC
LUMO energy	0.47	eV
molecular weight	244.35	g/mol

Charges computed using natural (NBO), reported in e: -0.313, 0.294, -0.548, -0.455, -0.330, -0.593, -0.478, 0.695, -0.621, -0.386, 0.255, -0.270, 0.317, -0.420, -0.190, 0.222, 0.202, 0.221, 0.199, 0.239, 0.394, 0.218, 0.424, 0.221, 0.194, 0.252, 0.257

=====

ORCA calculation (ωB97M-V/def2-TZVPD) on a single C8H12N4S2 molecule.

The geometry in XYZ format:
```
26
Properties=species:S:1:pos:R:3
S 0.889 2.682 -0.955
S -1.961 2.024 0.808
N 3.543 3.105 0.011
N -1.830 4.499 -0.419
N -1.281 0.439 -1.356
N 0.802 1.334 1.462
C -0.349 -1.782 0.198
C 0.529 1.040 0.161
C -1.254 -0.649 0.698
C -0.931 0.625 -0.087
C 1.095 -1.350 0.409
C 1.412 -0.095 -0.410
C 2.490 2.954 -0.368
C -1.793 3.463 0.026
H 1.698 1.595 1.558
H 1.788 -2.142 -0.100
H 1.010 -0.300 -1.374
H -2.206 0.249 -1.457
H 2.460 0.199 -0.382
H -0.627 -1.921 -0.938
H -1.368 -0.376 1.763
H 1.413 -1.144 1.435
H -0.630 -2.725 0.704
H -2.278 -0.981 0.522
H -0.815 0.961 -2.089
H 0.241 2.223 1.783
```

Calculated values
E_HOMO	-0.3535	Eh
structure (SMILES)	N#CS[C@]1(N)CCCC[C@@]1(N)SC#N
LUMO energy	0.26	eV
molecular weight	228.35	g/mol

Charges computed using natural (NBO), reported in e: 0.139, 0.164, -0.335, -0.301, -0.845, -0.847, -0.404, 0.192, -0.457, 0.136, -0.408, -0.452, 0.057, 0.006, 0.374, 0.215, 0.218, 0.388, 0.235, 0.220, 0.237, 0.227, 0.231, 0.220, 0.397, 0.393

=====

ORCA calculation (ωB97M-V/def2-TZVPD) on a single C8H12NOP molecule.

The geometry in XYZ format:
```
23
Properties=species:S:1:pos:R:3
P -0.199 2.653 0.542
O -2.840 1.909 -0.660
N -2.888 -0.250 -0.202
C -0.078 -0.071 0.201
C -2.259 -1.575 -0.037
C -0.880 0.974 0.128
C 1.984 0.713 -0.799
C 1.402 -0.137 0.308
C -0.694 -1.470 0.028
C 3.228 1.174 -0.524
C -2.329 0.895 -0.219
H 1.851 0.212 1.273
H 0.009 2.626 -0.862
H -2.592 -2.022 0.878
H 1.658 0.442 -1.864
H -2.668 -2.208 -0.866
H 1.559 1.793 -0.673
H 1.606 -1.186 -0.095
H 3.797 1.675 -1.362
H -0.237 -1.981 -0.766
H -1.352 3.304 0.457
H -0.417 -2.079 1.030
H -3.879 -0.188 -0.287
```

Calculated values
E_HOMO	-0.2988	Eh
LUMO energy	0.28	eV
molecular weight	169.16	g/mol

Charges computed using natural (NBO), reported in e: 0.293, -0.638, -0.580, 0.060, -0.208, -0.361, -0.600, -0.466, -0.434, -0.097, 0.625, 0.271, -0.005, 0.194, 0.218, 0.204, 0.331, 0.219, 0.123, 0.214, 0.014, 0.219, 0.405

=====

ORCA calculation (ωB97M-V/def2-TZVPD) on a molecular structure, C8H12NOP.

The geometry in XYZ format:
```
23
Properties=species:S:1:pos:R:3
P 1.440 -0.838 0.113
O 2.111 -2.026 0.651
N 1.886 -0.566 -1.498
C -3.626 -0.864 -0.241
C -1.450 -1.098 -1.291
C -3.049 -0.321 0.913
C 2.080 0.468 1.255
C -1.678 -0.315 0.973
C -2.790 -1.132 -1.281
C 3.034 1.491 0.692
C -0.900 -0.646 -0.139
H -4.756 -0.881 -0.302
H 3.504 2.051 1.430
H -0.773 -1.198 -2.131
H 2.642 -0.320 1.908
H -1.273 0.081 1.871
H 1.272 0.734 1.994
H 1.346 0.105 -1.981
H 3.807 0.858 0.140
H 2.454 2.288 0.052
H 1.721 -1.463 -1.950
H -3.198 -1.838 -2.123
H -3.606 -0.079 1.851
```

Calculated values
E_HOMO	-0.3366	Eh
LUMO energy	0.67	eV
molecular weight	169.16	g/mol

Charges computed using natural (NBO), reported in e: 1.957, -1.079, -1.163, -0.220, -0.278, -0.195, -0.787, -0.273, -0.211, -0.611, -0.167, 0.226, 0.217, 0.216, 0.270, 0.213, 0.238, 0.388, 0.230, 0.205, 0.396, 0.210, 0.219

=====

ORCA calculation (ωB97M-V/def2-TZVPD) on a gas-phase ion, C8H12NOS (charge +1).

The geometry in XYZ format:
```
23
Properties=species:S:1:pos:R:3
S 0.703 -2.477 -0.221
O -1.022 -0.551 0.579
N -0.193 -0.433 -1.806
C -1.942 -2.102 -1.215
C 1.730 1.179 2.040
C 0.811 0.202 1.871
C 1.734 2.447 1.465
C -0.635 -1.369 -0.783
C 0.762 2.632 0.474
C -0.158 0.446 0.873
C -0.214 1.610 0.129
H 0.717 -0.652 -2.208
H -0.032 0.629 -1.189
H -0.952 -0.367 -2.598
H -1.611 -3.066 -1.602
H 2.381 3.265 1.606
H -1.124 1.927 -0.487
H -2.625 -2.322 -0.506
H 0.757 3.596 -0.101
H -2.423 -1.429 -1.816
H 0.793 -0.695 2.491
H 2.594 0.899 2.657
H -0.049 -3.369 0.350
```

Calculated values
E_HOMO	-0.4756	Eh
structure (SMILES)	C[C@]([NH3+])(S)Oc1ccccc1
LUMO energy	-3.32	eV
net charge	+1
molecular weight	170.26	g/mol

Charges computed using natural (NBO), reported in e: 0.047, -0.530, -0.804, -0.630, -0.133, -0.259, -0.223, 0.282, -0.120, 0.338, -0.471, 0.451, 0.467, 0.459, 0.249, 0.247, 0.281, 0.261, 0.233, 0.207, 0.257, 0.232, 0.159

=====

ORCA calculation (ωB97M-V/def2-TZVPD) on a gas-phase ion, C8H12NOS (charge +1).

The geometry in XYZ format:
```
23
Properties=species:S:1:pos:R:3
S -0.117 1.812 0.566
O 3.206 -1.413 1.019
N -0.039 -0.451 -0.888
C -2.847 1.240 1.042
C -1.287 -0.329 -0.299
C 0.843 0.775 -0.806
C 2.206 0.236 -0.424
C -2.217 -1.468 -0.400
C 2.247 -0.531 0.782
C -1.508 0.726 0.536
C 3.259 0.705 -1.069
H -2.939 1.737 2.017
H 0.425 -1.344 -1.030
H -2.498 -1.454 -1.494
H -1.695 -2.435 -0.114
H 1.518 -0.268 1.618
H 3.409 -1.548 1.974
H 4.157 0.287 -0.791
H -3.205 -1.202 -0.063
H 0.798 1.393 -1.756
H 3.185 1.178 -1.986
H -3.258 1.861 0.310
H -3.645 0.492 1.258
```

Calculated values
E_HOMO (alpha / beta)	-0.3943 / -0.3942	Eh
LUMO energy (alpha / beta)	-6.38 / -6.38	eV
net charge	+1
molecular weight	170.26	g/mol

Charges computed using natural (NBO), reported in e: 0.226, -0.561, -0.609, -0.661, 0.150, -0.124, -0.230, -0.659, 0.472, -0.195, -0.126, 0.247, 0.404, 0.236, 0.231, 0.245, 0.541, 0.210, 0.253, 0.244, 0.231, 0.234, 0.241

=====

ORCA calculation (ωB97M-V/def2-TZVPD) on a single C8H12NP molecule.

The geometry in XYZ format:
```
22
Properties=species:S:1:pos:R:3
P -2.925 -0.663 -0.493
N 1.004 1.208 -0.528
C -1.245 0.185 1.539
C -1.055 0.082 0.072
C -0.265 1.342 -0.382
C 1.262 -0.201 -0.452
C -0.048 -2.319 -0.315
C 0.100 -0.864 -0.158
C -0.827 2.692 -0.384
C 2.538 -0.851 -0.670
H 0.306 -2.838 0.616
H -1.970 -0.441 1.907
H 0.462 -2.649 -1.093
H 2.758 -0.631 -1.609
H -0.218 3.616 -0.078
H -0.225 -0.060 2.083
H -1.008 -2.572 -0.480
H 3.258 -0.391 -0.109
H -1.611 1.184 1.800
H -1.665 2.866 0.276
H 2.556 -1.867 -0.288
H -1.181 3.172 -1.254
```

Calculated values
E_HOMO (alpha / beta)	-0.2945 / -0.2946	Eh
LUMO energy (alpha / beta)	-1.50 / -1.55	eV
molecular weight	153.17	g/mol

Charges computed using natural (NBO), reported in e: 0.321, -0.411, -0.616, -0.376, 0.290, 0.135, -0.635, -0.027, -0.690, -0.647, 0.207, 0.212, 0.215, 0.224, 0.236, 0.230, 0.210, 0.225, 0.216, 0.216, 0.223, 0.242

=====

Respective energy above the lowest of the compared OMol25 structures with the same formula, charge and spin values: 477.2 157.8 0.0 523.9 75.2 98.3 242.2 400.9 kJ/mol.